A structure of composition C17H25ClN2Pb, computed with ωB97M-V with the def2-TZVPD basis set.

Cartesian coordinates (Å):
1 C 0.41375 -2.78212 -5.15663
2 C -0.41340 -4.07839 -5.10250
3 C -0.12975 -1.85990 -6.26186
4 C 1.89060 -3.11476 -5.43205
5 Cl 0.28793 -1.94588 -3.58733
6 H -0.07008 -2.34169 -7.25315
7 H 0.45225 -0.93171 -6.29636
8 H -1.17913 -1.61344 -6.06314
9 H -0.36242 -4.62842 -6.05816
10 H -1.46451 -3.84507 -4.89715
11 H -0.03389 -4.73320 -4.30965
12 H 2.01262 -3.63484 -6.39801
13 H 2.28323 -3.76436 -4.64127
14 H 2.48388 -2.19356 -5.46160
15 C -2.28931 0.82957 1.95070
16 C -2.17573 1.59550 0.74399
17 C -2.18099 0.67106 -0.36041
18 H -2.14061 2.69465 0.67128
19 C -2.27272 -0.67594 0.18575
20 C -2.31377 -0.56851 1.62201
21 H -2.35235 -1.39933 2.34130
22 H -2.33677 1.24234 2.96517
23 H -2.15405 0.92979 -1.42808
24 H -2.28552 -1.60114 -0.40297
25 C 2.41159 0.80775 1.50974
26 C 1.67528 1.99557 1.83523
27 C 1.09986 2.54478 0.64493
28 H 1.55283 2.41251 2.84142
29 C 1.55219 1.73950 -0.45654
30 C 2.37062 0.66141 0.08167
31 H 2.84544 -0.13387 -0.50129
32 H 2.91048 0.13515 2.22542
33 H 0.47476 3.45201 0.58376
34 H 1.34742 1.91970 -1.51865
35 Pb 0.01169 0.14247 0.77296
36 C -0.83607 1.12360 6.26620
37 N -0.17781 1.93009 5.26433
38 C 0.46961 3.20601 5.55337
39 C -0.14866 1.47248 4.07019
40 N -0.12417 0.97480 2.98433
41 H -0.77597 1.63123 7.22514
42 H -0.34651 0.14966 6.35059
43 H -1.88428 0.98312 5.99720
44 H 1.54960 3.15779 5.32187
45 H 0.00424 4.01260 4.96062
46 H 0.34861 3.43102 6.61764

Properties
ΔE to the lowest compared entry with this formula, charge and spin: 158.9 kJ/mol
F_max: 4.03 eV/A
HOMO (spin up / spin down): -14.9 / -14.9 eV
Total charge: +2
Total energy: -1424.52357 Ha

Löwdin population analysis, charges in e, atoms 1 to 6: -0.97, -0.12, -0.12, -0.12, 0.58, 0.10